Entry 1:
Density functional theory data (ωB97M-V/def2-TZVPD) for a cluster of 3 separate species, C6H17NS in total in a non-equilibrium geometry.

Structure (XYZ):
```
25
Properties=species:S:1:pos:R:3
S -0.10859 3.67521 0.59462
N -2.98542 -1.98740 -0.09763
C -1.06757 -2.04152 1.28075
C 1.65543 1.09971 -0.83218
C -1.54689 -1.26063 0.08782
C -0.58467 -1.23069 -1.01473
C 0.99847 0.58403 0.48002
C 2.74620 2.06756 -0.45855
H 3.37118 1.56997 0.29132
H 1.67879 -0.09918 1.01084
H -1.84114 -2.10922 2.05115
H -1.10914 2.83766 0.82301
H 3.35437 2.49885 -1.26086
H 0.58373 1.46819 0.97367
H 1.92672 0.18899 -1.38724
H 2.21663 2.82705 0.16173
H -0.24223 -2.20128 -1.27534
H -3.73047 -1.39723 -0.55316
H -0.92426 -0.53919 -1.78182
H 0.92519 1.65370 -1.48998
H -0.15440 -1.54801 1.67662
H 0.12475 -0.01913 0.08082
H -0.73143 -3.01407 0.89993
H -2.71060 -2.79118 -0.71517
H -1.84467 -0.23219 0.45437
```

The net charge is 0. As for the energy above the lowest of the compared OMol25 structures with the same formula, charge and spin: 659.2 kJ/mol. Its HOMO energy is -7.15 eV. As for the total energy: -18816.295 eV. For the gap between HOMO and LUMO, the calculation gives 3.50 eV.

=====

Entry 2:
Density functional theory data (ωB97M-V/def2-TZVPD) for the ion C4H10N2O2 with charge +1 in a non-equilibrium geometry.

Structure (XYZ):
```
18
Properties=species:S:1:pos:R:3
O 0.36333 0.23826 1.33969
O 2.33745 -0.79726 -0.23094
N -0.92064 1.83870 0.26196
N 0.19675 -0.81908 -1.55654
C -0.88432 -0.36565 -0.71258
C -1.95421 -0.16243 1.49497
C -0.85802 0.36271 0.58674
C 1.73247 -0.41796 -1.35281
H 1.60539 0.66830 -1.49633
H 0.18252 -1.82355 -1.31894
H 2.26848 -0.83000 -2.25970
H 1.12153 -0.10410 0.82066
H -0.20176 2.37179 0.73606
H -2.89591 0.12973 1.01479
H -2.09911 0.38376 2.44528
H -0.69107 1.81039 -0.74395
H -1.89015 -0.61575 -1.08724
H -1.92926 -1.22838 1.75645
```

The net charge is +1. As for the energy above the lowest of the compared OMol25 structures with the same formula, charge and spin: 521.8 kJ/mol. Its HOMO energy (alpha / beta) is -14.39 / -14.38 eV. As for the total energy: -11372.704 eV. Its spin multiplicity is 2. For the gap between HOMO and LUMO (alpha / beta), the calculation gives 7.19 / 6.78 eV.

=====

Entry 3:
Density functional theory data (ωB97M-V/def2-TZVPD) for a structure of composition C20H25ClN2ORe in a non-equilibrium geometry.

Structure (XYZ):
```
50
Properties=species:S:1:pos:R:3
Re -0.26154 0.95706 -0.62389
Cl -0.49932 1.88304 -2.56898
O 2.49794 -6.96226 1.89011
N 0.46875 -2.53450 0.62361
N 0.31915 -7.39583 2.32033
C 1.53976 0.35759 0.68209
C 0.28067 3.63046 -5.19242
C 1.72382 -2.98707 0.75032
C -2.16347 2.74516 -5.14963
C -1.11874 3.71143 -4.68907
C -1.50609 -0.25357 0.83666
C 0.97275 -5.17051 1.50230
C 1.24257 2.41691 -0.36745
C -0.34432 -4.72133 1.27860
C -1.66464 1.15271 1.05886
C 1.34223 -6.56782 1.94511
C 1.96470 0.20229 -0.66062
C -2.02496 -0.56899 -0.46723
C -1.50974 4.81175 -3.76743
C 2.02537 -4.27558 1.23707
C -0.52777 -3.40494 0.82755
C 1.16950 1.72943 0.89354
C -2.14722 1.75412 -0.14700
C 1.80688 1.44039 -1.33168
C -2.42866 0.64254 -1.07600
H -1.24174 -5.33650 1.41297
H 0.93870 2.19561 1.82718
H -1.53031 -3.03441 0.61742
H 0.58659 -8.29668 2.69450
H 0.64701 2.61985 -5.42843
H -1.55412 1.66807 1.99558
H 1.03518 4.02955 -4.49546
H 2.52028 -2.31898 0.46263
H -1.81980 5.69896 -4.36690
H -2.97937 2.59795 -4.42327
H 2.35411 -0.70977 -1.10956
H -0.72251 5.16031 -3.08143
H -0.55239 -7.02584 2.63365
H -2.32622 2.80057 -0.33805
H 0.93104 3.42311 -0.59387
H 1.68368 -0.38303 1.45441
H -2.35225 4.58080 -3.09706
H -2.63743 3.10818 -6.09073
H 0.38153 4.22208 -6.12827
H -2.07117 -1.55929 -0.91293
H -1.28751 -0.97960 1.59376
H 3.06495 -4.56796 1.38097
H 1.98042 1.64028 -2.39094
H -1.81272 1.72179 -5.35119
H -2.80527 0.76645 -2.09214
```

The net charge is +2. Its HOMO energy (alpha / beta) is -11.78 / -14.47 eV. As for the total energy: -40806.414 eV. Its spin multiplicity is 4. For the gap between HOMO and LUMO (alpha / beta), the calculation gives 4.18 / 4.45 eV.

=====

Entry 4:
Density functional theory data (ωB97M-V/def2-TZVPD) for a structure of composition C44H78BBaN7OSi2 in a non-equilibrium geometry.

Structure (XYZ):
```
134
Properties=species:S:1:pos:R:3
Ba 0.45478 0.72173 0.77681
Si 2.32307 2.21028 1.43590
Si 1.30551 4.42224 1.97107
O 1.66108 -2.92751 2.33077
N -3.48385 2.68084 0.29033
N 1.25925 -2.25367 -1.83908
N -2.34495 3.32982 2.97872
N -0.80769 -3.02822 -1.31537
N -3.56857 -0.50408 1.78338
N 0.53167 0.38584 3.18991
N -1.20362 3.08344 -1.60291
C 2.61383 0.31881 1.66620
C 0.65909 -0.97736 -4.76410
C 0.54177 2.59674 1.98506
C 1.64979 2.21150 4.27463
C -3.82294 -4.45574 0.34804
C -3.17895 -2.91440 -1.88949
C 1.25288 1.39176 -4.25834
C 2.47473 -1.57734 -2.12183
C 4.61683 -2.86603 0.75969
C -1.43302 -4.62343 1.12281
C -1.63134 -6.09620 1.47839
C 2.71003 5.18554 3.06474
C 2.33290 1.32506 5.08993
C -3.73926 0.20606 0.48008
C 3.65763 0.18428 -3.26042
C 1.02936 -0.40747 4.16244
C 2.02842 -0.04453 5.02673
C -0.09974 5.66685 2.19690
C -3.78051 -2.35802 -4.30386
C -2.53945 3.65006 -1.82324
C 2.29330 1.73226 -0.42242
C -2.89167 -0.57456 -2.79264
C -2.16896 -3.33507 -0.99336
C 0.87442 1.69421 3.18494
C 1.15995 -0.02054 -3.67817
C 1.92064 4.77175 0.19121
C -4.38144 1.59295 0.73550
C 4.02360 -4.35495 -1.12918
C -3.73306 3.96442 0.94685
C 3.63130 -1.88473 -1.38295
C -1.44052 -3.79870 2.42067
C 3.65324 -3.04919 -0.40275
C -4.82124 -4.03211 -0.51160
C -2.85010 -2.07383 -3.12675
C 4.79893 -0.09789 -2.52271
C -2.48655 -4.11623 0.13477
C -3.64191 2.83499 -1.16634
C -4.49766 -3.26811 -1.62202
C 4.77468 -1.10921 -1.57494
C 1.03384 -3.47431 -2.50227
C 4.19071 2.59895 1.85261
C -0.18177 -3.93118 -2.19304
C 2.46816 -0.50604 -3.04547
C -3.55053 3.97941 2.46582
B 0.04487 -1.83026 -1.00367
H -0.93255 3.25906 -0.63295
H 1.86759 1.41992 -5.16214
H -0.65966 -4.85008 -2.51183
H -4.77832 -1.92856 -4.14543
H 1.76001 -3.90994 -3.17522
H -1.51715 3.80636 2.63533
H 0.24716 1.74195 -4.51804
H -2.55157 4.68520 -1.48635
H -1.83146 -2.31909 -3.43077
H 3.68670 0.99714 -3.97886
H 4.08166 -5.18043 -0.41254
H 1.66725 2.11078 -3.53693
H 0.28797 6.68794 2.08531
H 3.37751 1.82703 -0.47607
H 0.42736 -1.96563 -4.36352
H -5.34767 1.68459 0.21603
H -2.72902 3.66907 -2.89800
H -4.75047 4.32745 0.72010
H 1.77089 3.27482 4.38328
H -3.91467 -0.28911 -2.49623
H 0.43711 -0.00029 -2.87105
H 3.28496 -4.61977 -1.88111
H -4.56919 1.65982 1.80595
H 5.69243 0.49994 -2.65730
H 4.78011 1.87840 1.29508
H 1.42120 -1.08572 -5.54380
H -4.41864 3.52820 2.94871
H -0.73239 -4.22990 3.13825
H 2.16889 -2.16154 2.60956
H -4.08924 -5.06876 1.20475
H -3.37259 -1.91238 -5.21869
H -2.20599 -0.35176 -1.99224
H -5.28960 -2.94908 -2.29515
H -1.29466 2.08504 -1.68072
H -0.45508 -4.51331 0.64516
H 0.99375 -2.59597 1.70165
H 1.97027 5.86718 0.13127
H -2.28323 2.39737 2.61146
H 3.07732 1.68848 5.78546
H -5.85326 -4.31215 -0.32570
H -2.62692 0.02112 -3.68076
H -4.38823 -0.41849 -0.12413
H 3.08273 0.28379 2.63504
H -4.62132 3.28581 -1.39353
H 4.53115 3.59618 1.55979
H -0.89895 5.52385 1.45965
H -2.43481 -3.83081 2.88612
H -0.24996 -0.57591 -5.23175
H 1.98283 -0.54653 1.58300
H -3.60495 1.83768 -1.61795
H 2.01894 2.36011 -1.25149
H 5.65695 -2.99079 0.44423
H -0.53631 5.58215 3.20095
H 2.90803 4.41898 -0.07098
H -1.17195 -2.78010 2.22608
H -3.53458 5.02274 2.77944
H -0.76880 -6.46236 2.04590
H 5.64662 -1.28042 -0.95505
H 4.40197 -3.61791 1.52293
H 2.15459 0.66721 -0.58862
H 0.64408 -1.42643 4.13814
H 3.26731 5.90429 2.46526
H 4.99654 -4.25164 -1.62022
H -2.78534 -0.12027 2.28351
H 2.64863 -3.16305 -0.00592
H -3.02918 4.68870 0.52340
H 1.23038 4.42236 -0.56399
H -3.28297 -1.45405 1.57959
H -3.89522 -3.43458 -4.47179
H 3.46099 0.19159 1.02173
H 4.39272 2.43086 2.90610
H 2.51549 -0.77163 5.66173
H -1.73540 -6.70968 0.57742
H 4.53013 -1.88184 1.23335
H -2.52436 -6.24545 2.09623
H 3.43037 4.50929 3.50162
H 2.25049 5.72326 3.90105
H -2.77641 0.39082 0.02120
```

The net charge is 0. As for the energy above the lowest of the compared OMol25 structures with the same formula, charge and spin: 719.7 kJ/mol. Its HOMO energy is -6.09 eV. As for the total energy: -76492.571 eV. For the gap between HOMO and LUMO, the calculation gives 5.97 eV.

=====

Entry 5:
Density functional theory data (ωB97M-V/def2-TZVPD) for a cluster of 7 separate species, C20H57N3O7 in total in a non-equilibrium geometry.

Structure (XYZ):
```
87
Properties=species:S:1:pos:R:3
O -4.30001 -2.29671 0.76829
O -1.02604 -1.51077 -3.74861
O 0.85738 2.44623 1.99011
O 2.55431 -0.43572 5.44742
O 3.42285 -3.71661 -2.32865
O -3.26780 6.28665 0.81965
O 1.51581 1.79112 -0.85946
N 0.42707 -2.06068 4.46799
N -1.05794 -1.14544 -0.39561
N 2.07919 -1.15639 -1.18819
C -1.46099 3.10962 2.08303
C 3.07957 -5.07762 -2.34311
C -3.93588 5.10281 0.24974
C -3.20088 4.60297 -0.98037
C -0.46976 1.99940 2.22333
C 2.27036 2.47563 -1.81502
C -3.38174 -0.15316 -0.80655
C 3.09890 0.87537 5.53511
C -1.25840 0.85847 -3.78635
C -2.47091 -1.01996 0.10916
C 2.51406 -0.80388 4.09981
C 2.36886 3.91529 -1.32995
C -4.66558 -3.51089 1.43607
C 1.80799 -2.67343 2.61642
C 1.80768 -2.16061 4.01537
C 2.60960 -1.50404 -2.51241
C -3.03516 -2.39907 0.25616
C 4.07218 -1.07343 -2.46908
C 2.47634 -2.87941 -2.96932
C -1.81003 -0.45685 -4.35541
H -3.24250 5.33992 -1.80883
H -1.54712 3.62680 1.11141
H 2.33797 1.58918 5.14335
H 2.86331 4.52711 -2.07408
H 3.22394 1.99848 -1.90661
H -3.57551 7.15307 0.53234
H 2.64798 -2.90888 -4.06546
H -5.01282 5.33457 0.09859
H 1.25633 -3.59993 2.59484
H -3.06794 0.89574 -0.75839
H -1.49375 1.02218 -2.67203
H -2.52822 -0.60460 1.14553
H 4.56385 -1.26982 -3.42864
H 3.73860 -5.61701 -1.68909
H 3.39129 0.94836 6.56678
H -1.73168 -0.50889 -5.44278
H 1.31839 4.29127 -1.19547
H -4.37365 -0.40247 -0.41385
H -5.61201 -3.38441 2.01199
H -4.81645 -4.31375 0.72784
H -3.05696 -2.95479 -0.67782
H -2.33662 -2.95942 0.90365
H 2.00655 -0.00792 3.43093
H 4.09428 -0.00950 -2.31307
H -3.43999 -0.54157 -1.84940
H -1.19737 -1.46700 -1.34425
H -0.71689 1.15611 1.55482
H 1.50988 -3.29831 -2.71125
H -3.87984 -3.87852 2.10405
H 2.25725 -2.84947 4.73372
H 2.91583 3.98517 -0.39002
H 0.56157 -1.50223 5.28964
H -1.56603 1.75376 -4.28129
H 3.53255 -0.97288 3.70967
H -0.14100 -1.55815 3.81328
H 2.50142 -1.71229 -0.42227
H -2.49453 2.66551 2.22075
H -0.17158 0.72176 -3.87487
H -3.62626 3.64694 -1.32177
H 2.78805 -2.88453 2.16825
H 1.79663 0.85947 -0.75250
H 2.04246 -5.22685 -1.91700
H 3.14854 -5.63142 -3.30091
H -2.84899 -0.68788 -4.10413
H -1.40270 3.81984 2.88461
H 4.56759 -1.64439 -1.68061
H 1.04755 2.45650 1.04439
H -2.15218 4.42776 -0.72611
H 1.08454 -1.41291 -1.21035
H 2.03832 -0.89378 -3.26333
H 3.97756 1.03058 4.96346
H 1.30227 -1.96609 1.94778
H 1.78465 2.42279 -2.78290
H -3.87932 4.36758 1.05121
H -0.64707 -0.23260 -0.56236
H -0.42287 1.69714 3.27388
H -0.93832 -2.26425 -4.31492
```

The net charge is 0. As for the energy above the lowest of the compared OMol25 structures with the same formula, charge and spin: 99.2 kJ/mol. As for the structure (SMILES): COC[C@H](C)N.COC[C@H](C)N.COC[C@H](C)N.CCO.CCO.CCO.CCO. Its HOMO energy is -8.91 eV. As for the total energy: -40463.957 eV. For the gap between HOMO and LUMO, the calculation gives 9.30 eV.

=====

Q: Look up the net charge of the fifth one.
A: 0